Record 1
DFT (wB97M-V/def2-TZVPD) results for a molecular structure, C30H33N5O7S2W.

Element x y z (Å)
1 W 0.104286 -0.601980 0.134905
2 O 3.992165 -1.530944 -1.258556
3 C 2.830848 -1.173899 -1.259546
4 O 2.155589 -0.949762 -0.165333
5 C 2.073427 -1.042803 -2.583945
6 C 0.894481 -2.029424 -2.584942
7 C 0.399078 -2.300137 -3.999763
8 C -0.298747 -0.960485 -4.347921
9 C -0.117855 -0.165971 -3.059184
10 O -0.178389 -1.205531 -2.047025
11 C 1.334475 0.311594 -2.885455
12 C 1.390259 1.332394 -1.759564
13 O 2.084850 2.313038 -1.787414
14 O 0.545801 1.071483 -0.765402
15 H 2.785594 -1.275707 -3.371774
16 H 1.015256 -2.903042 -1.947347
17 H -0.310114 -3.126214 -3.998642
18 H 1.219871 -2.547991 -4.670595
19 H -1.356906 -1.108159 -4.555939
20 H 0.152016 -0.448429 -5.196866
21 H -0.880764 0.576091 -2.840503
22 H 1.734891 0.783031 -3.779907
23 C 2.975083 1.769803 3.114154
24 N 3.138207 0.334532 2.950723
25 C 4.331092 -0.353544 3.043297
26 C 4.058512 -1.648354 2.787567
27 N 2.703552 -1.732212 2.549849
28 C 2.147357 -0.514748 2.645439
29 S 0.485177 -0.040518 2.367389
30 C 1.995991 -2.959707 2.307079
31 C 2.391536 -3.764758 1.253439
32 C 1.704877 -4.957858 1.092737
33 C 0.670513 -5.261222 1.959604
34 C 0.370826 -4.368436 2.975403
35 N 1.035776 -3.231903 3.167768
36 H 3.960830 2.216680 3.206420
37 H 2.387582 1.984374 4.004816
38 H 2.467625 2.174485 2.243012
39 H 5.257949 0.142650 3.264761
40 H 4.690483 -2.515805 2.744743
41 H 3.188321 -3.451688 0.589429
42 H 1.967340 -5.631938 0.287973
43 H 0.085059 -6.160182 1.839590
44 H -0.431074 -4.573234 3.675785
45 O -1.184359 -4.316349 -0.595377
46 C -1.398477 -3.141210 -0.425205
47 O -0.514196 -2.394203 0.265278
48 C -2.612194 -2.456078 -0.972189
49 C -3.403601 -3.270964 -1.790347
50 C -4.558920 -2.803249 -2.379857
51 C -4.956016 -1.492045 -2.138181
52 C -4.194357 -0.678419 -1.324791
53 C -3.005054 -1.125925 -0.733188
54 S -2.187999 0.017831 0.337285
55 H -3.075464 -4.289035 -1.948575
56 H -5.147929 -3.450609 -3.015786
57 H -5.862292 -1.103815 -2.586280
58 H -4.505697 0.340270 -1.129807
59 C -1.849175 3.580185 2.339731
60 C -2.126184 5.109399 2.366143
61 N -1.569809 5.743954 1.169037
62 C -2.169315 5.126064 -0.016184
63 C -1.862624 3.603689 -0.041066
64 N -1.087755 3.231013 1.142349
65 C 0.166117 3.981739 1.134597
66 C -0.125118 5.507786 1.139796
67 H -2.777758 3.004771 2.327562
68 H -1.276898 3.259545 3.214175
69 H -1.673480 5.582472 3.240694
70 H -3.197549 5.319821 2.396652
71 H -1.770175 5.629033 -0.899790
72 H -3.244904 5.315098 0.012793
73 H -1.280206 3.322699 -0.921754
74 H -2.776779 3.008341 -0.050226
75 H 0.744101 3.681075 0.259888
76 H 0.734041 3.693890 2.021980
77 H 0.281958 5.991259 0.249171
78 H 0.315344 5.998392 2.011218

Forces on the atoms, in the same order (eV/Å):
W -0.4 0.6 0.0
O 0.0 -0.1 0.0
C 0.1 0.0 0.0
O 0.0 -0.1 0.1
C 0.0 0.0 0.0
C 0.0 -0.1 0.0
C 0.0 0.0 0.0
C 0.0 0.0 0.0
C 0.0 0.0 0.0
O -0.1 0.0 -0.1
C 0.0 0.0 0.0
C 0.0 -0.1 0.0
O 0.0 0.0 0.0
O 0.1 0.0 0.1
H 0.0 0.0 0.0
H 0.0 0.0 0.0
H 0.0 0.0 0.0
H 0.0 0.0 0.0
H 0.0 0.0 0.0
H 0.0 0.0 0.0
H 0.0 0.0 0.0
H 0.0 0.0 0.0
C 0.0 0.0 0.0
N 0.0 -0.1 0.0
C 0.0 0.0 -0.1
C 0.0 0.0 -0.1
N -0.1 -0.1 0.2
C 0.0 0.0 -0.1
S 0.0 0.1 0.0
C 0.1 0.0 0.1
C 0.0 0.0 0.0
C 0.1 0.0 -0.1
C -0.1 0.0 0.0
C -0.1 0.0 0.0
N 0.0 0.0 -0.1
H 0.0 0.0 0.0
H 0.0 0.0 0.0
H 0.0 0.0 -0.1
H 0.0 0.0 0.0
H 0.0 0.0 0.0
H 0.0 0.0 0.0
H 0.0 0.0 0.0
H 0.0 0.0 0.0
H 0.0 0.0 0.0
O 0.0 0.0 0.0
C 0.1 0.1 0.0
O 0.1 -0.3 0.0
C 0.0 0.0 0.0
C 0.0 0.0 0.0
C 0.0 0.0 0.0
C 0.0 0.0 0.0
C 0.0 0.0 0.0
C 0.0 0.0 0.0
S 0.1 -0.1 0.0
H 0.0 0.0 0.0
H 0.0 0.0 0.0
H 0.0 0.0 0.0
H 0.0 0.0 0.0
C 0.0 0.0 0.0
C 0.0 0.0 0.0
N 0.0 0.0 0.0
C 0.0 0.0 0.0
C 0.0 0.0 0.0
N 0.0 0.0 0.0
C 0.0 0.0 0.0
C 0.0 0.0 0.0
H 0.0 0.0 0.0
H 0.0 0.0 0.0
H 0.0 0.0 0.0
H 0.0 0.0 0.0
H 0.0 0.0 0.0
H 0.0 0.0 0.0
H 0.0 0.0 0.0
H 0.0 0.0 0.0
H 0.0 0.0 0.0
H 0.0 0.0 0.1
H 0.0 0.0 0.0
H 0.0 0.0 0.0

Its total charge is 0. As for the energy above the lowest of the compared OMol25 structures with the same formula, charge and spin: 0.0000 eV. For the maximum force, the calculation gives 0.0137 hartree/bohr. The HOMO-LUMO gap (spin up / spin down) is 7.118 / 7.158 eV.

Charges computed using Löwdin, reported in e:
1. W 1.226
2. O 0.080
3. C -0.565
4. O -0.191
5. C -0.077
6. C -0.220
7. C -0.071
8. C -0.071
9. C -0.217
10. O -0.209
11. C -0.078
12. C -0.530
13. O 0.127
14. O -0.250
15. H 0.156
16. H 0.163
17. H 0.121
18. H 0.122
19. H 0.120
20. H 0.122
21. H 0.167
22. H 0.160
23. C -0.009
24. N -0.094
25. C -0.014
26. C -0.001
27. N 0.007
28. C -0.597
29. S 0.663
30. C -0.300
31. C 0.003
32. C -0.046
33. C -0.055
34. C -0.113
35. N 0.150
36. H 0.097
37. H 0.099
38. H 0.076
39. H 0.128
40. H 0.136
41. H 0.117
42. H 0.117
43. H 0.110
44. H 0.113
45. O 0.095
46. C -0.508
47. O -0.258
48. C -0.155
49. C -0.026
50. C -0.082
51. C -0.083
52. C -0.125
53. C -0.559
54. S 0.642
55. H 0.115
56. H 0.100
57. H 0.104
58. H 0.094
59. C -0.160
60. C -0.160
61. N -0.168
62. C -0.157
63. C -0.177
64. N -0.169
65. C -0.160
66. C -0.156
67. H 0.112
68. H 0.110
69. H 0.110
70. H 0.110
71. H 0.111
72. H 0.111
73. H 0.108
74. H 0.089
75. H 0.102
76. H 0.097
77. H 0.113
78. H 0.110



Record 2
DFT (wB97M-V/def2-TZVPD) results for 2 unconnected molecules or ions with the total composition C5H9NO3 at a distorted geometry.

Element x y z (Å)
1 C 0.988583 1.045404 2.243003
2 N 0.433373 0.467431 1.051526
3 C 0.824442 0.610137 -0.352407
4 C -0.415938 -0.240942 -0.698587
5 C -1.453992 0.373309 -1.570196
6 O -1.368743 -1.005165 -1.868653
7 C -0.641657 -0.308689 0.823811
8 O -1.467645 -0.807979 1.569928
9 H 0.409806 0.695140 3.105944
10 H 2.038136 0.743338 2.363394
11 H 0.940411 2.142426 2.199036
12 H 0.844223 1.650491 -0.703812
13 H 1.793935 0.152752 -0.588078
14 H -2.388590 0.662543 -1.073891
15 H -1.075664 1.014960 -2.371083
16 O 0.643649 -2.216914 -1.366431
17 H -0.348117 -2.149355 -2.033354
18 H 0.243789 -2.828887 -0.730151

Forces on the atoms, in the same order (eV/Å):
C 0.0 0.2 0.2
N 0.3 0.0 -0.8
C 1.9 -0.8 -0.6
C -3.3 1.9 -0.9
C -0.1 -0.1 0.9
O 1.3 1.2 1.7
C -1.8 -1.7 0.6
O 1.0 0.6 -0.9
H 0.1 0.1 -0.3
H -0.3 0.0 0.0
H 0.0 -0.2 0.1
H -0.4 -0.2 -0.1
H -0.2 0.0 0.1
H 0.1 0.1 -0.5
H -0.3 0.1 0.2
O -3.4 -1.3 -2.5
H 4.5 0.2 2.5
H 0.5 0.0 0.2

As for the SMILES: CN1C[C@]2(CO2)C1=O.O. Its total charge is 0. As for the energy above the lowest of the compared OMol25 structures with the same formula, charge and spin: 5.7622 eV. For the maximum force, the calculation gives 0.1006 hartree/bohr. The HOMO-LUMO gap is 10.220 eV.

Charges computed using natural (NBO), reported in e:
1. C -0.415
2. N -0.407
3. C -0.214
4. C 0.203
5. C -0.098
6. O -0.550
7. C 0.643
8. O -0.596
9. H 0.240
10. H 0.207
11. H 0.201
12. H 0.191
13. H 0.217
14. H 0.188
15. H 0.178
16. O -0.970
17. H 0.518
18. H 0.462



Record 3
DFT (wB97M-V/def2-TZVPD) results for 2 unconnected molecules or ions with the total composition CH3NS3 at a distorted geometry.

Element x y z (Å)
1 C -1.030898 3.969133 -0.490828
2 N -0.102034 3.899719 0.248082
3 S -2.205550 4.462912 -1.398769
4 S -0.488652 -0.881558 0.345992
5 S 1.340732 3.218913 0.601399
6 H -0.118892 -0.019467 -0.587531
7 H -0.707952 -1.778060 -0.554232
8 H 2.249497 3.925660 -0.157263

Forces on the atoms, in the same order (eV/Å):
C -1.9 -0.2 -3.5
N 2.3 1.0 4.1
S -1.3 0.2 -0.5
S 0.2 0.8 1.2
S 1.5 -0.8 -0.2
H 0.1 0.4 -0.2
H -0.3 -1.2 -1.0
H -0.6 -0.2 0.1

Its total charge is 0. As for the energy above the lowest of the compared OMol25 structures with the same formula, charge and spin: 0.0000 eV. The expectation value of S² is 2.007. For the maximum force, the calculation gives 0.0934 hartree/bohr. Its spin multiplicity is 3. The HOMO-LUMO gap (spin up / spin down) is 5.913 / 6.575 eV.

Charges computed using natural (NBO), reported in e:
1. C -0.099
2. N -0.567
3. S 0.189
4. S -0.269
5. S 0.373
6. H 0.137
7. H 0.130
8. H 0.106



Among the records above, which one has the lowest maximum force?
C30H33N5O7S2W